No. 1
The following is a DFT calculation (ωB97M-V/def2-TZVPD) of a cluster of 3 separate species, C24H29BrN3O11 in total.

The geometry in XYZ format:
```
68
Properties=species:S:1:pos:R:3:mulliken_charge:R:1
Br -2.391 4.503 -1.324 -0.036
O -4.580 -0.394 2.902 -0.599
O 2.277 -5.713 -3.553 -0.624
O 3.723 -4.697 -1.502 -0.565
O -8.806 -2.428 2.779 -0.553
O 5.131 1.212 -1.077 -0.353
O -9.849 0.067 2.647 -0.573
O -5.626 2.105 2.858 -0.590
O 4.069 -2.676 -6.651 -0.560
O 5.438 -0.949 -0.665 -0.461
O 5.579 -1.715 -4.619 -0.608
O -3.635 1.233 -1.308 -0.418
N 0.050 -1.717 1.287 -0.464
N -1.106 1.388 1.225 0.242
N -2.665 1.584 -0.434 0.566
C 3.121 -4.221 -5.168 -0.948
C 6.074 0.354 1.227 -0.890
C -8.639 -0.012 2.722 0.904
C -7.772 1.168 2.756 -0.817
C -1.064 2.713 0.707 0.126
C 3.145 2.170 0.165 -0.120
C 4.694 -3.169 -2.992 -0.919
C -5.801 -0.316 2.861 0.998
C -2.306 -0.754 0.822 -0.575
C 1.137 3.921 0.237 -0.570
C 4.634 2.363 -0.378 -0.742
C -1.008 -1.549 0.277 -0.441
C 4.816 -2.623 -4.344 0.939
C 5.511 0.178 -0.226 0.585
C 0.000 3.674 1.327 -0.722
C 2.603 3.558 0.711 -0.865
C 3.018 -4.782 -3.821 0.910
C -7.994 -1.359 2.787 0.401
C -2.043 2.888 -0.334 -0.236
C 3.854 -4.177 -2.742 0.366
C -6.663 -1.492 2.851 -1.055
C -6.446 1.031 2.823 0.322
C -2.089 0.756 0.481 -0.496
C 3.959 -3.210 -5.418 0.431
H -2.379 -0.853 1.940 0.428
H -1.343 -2.525 -0.179 0.365
H -6.183 -2.460 2.896 0.443
H -0.022 -1.054 2.056 0.122
H -8.251 2.137 2.726 0.436
H 4.737 -1.967 -6.569 0.355
H 5.322 2.766 0.417 0.259
H 5.206 0.558 1.926 0.244
H 2.497 -4.657 -5.936 0.418
H 4.556 3.189 -1.152 0.412
H 2.666 3.585 1.836 0.421
H 2.478 1.664 -0.580 0.332
H 0.490 3.096 2.173 0.276
H 3.061 -5.409 -1.587 0.350
H 3.254 1.483 1.062 0.086
H -9.714 -2.068 2.728 0.357
H -0.428 4.603 1.783 0.373
H 6.551 -0.623 1.520 0.299
H -3.237 0.502 -1.834 0.399
H 3.289 4.356 0.288 0.378
H 0.104 -2.672 1.643 0.276
H 5.306 -2.724 -2.220 0.480
H 6.818 1.190 1.316 0.336
H -4.723 1.741 2.905 0.301
H -3.237 -1.142 0.329 0.406
H 0.908 3.250 -0.648 0.355
H 1.023 4.972 -0.151 0.486
H -0.505 1.053 1.974 0.394
H -0.595 -0.900 -0.557 0.222
```

Values from the calculation:
net charge	+1
gap between HOMO and LUMO	7.08	eV
electronic energy	-4497.4797	hartree



No. 2
The following is a DFT calculation (ωB97M-V/def2-TZVPD) of an isolated molecule of C4H9NO.

The geometry in XYZ format:
```
15
Properties=species:S:1:pos:R:3:mulliken_charge:R:1
O 1.101 -1.371 -1.060 -0.585
N -0.431 -0.135 0.122 0.101
C -1.382 -1.228 0.124 -0.839
C 0.858 -0.446 -0.313 0.488
C 1.956 0.322 0.396 -1.032
C -0.899 1.190 -0.241 -0.942
H -1.379 1.207 -1.232 0.326
H 2.717 0.706 -0.284 0.284
H -0.029 1.852 -0.305 0.346
H 1.573 1.109 1.049 0.370
H -2.279 -0.908 0.665 0.305
H -1.606 1.584 0.497 0.303
H -1.662 -1.591 -0.873 0.301
H 2.430 -0.434 1.032 0.294
H -0.933 -2.059 0.677 0.280
```

Values from the calculation:
SMILES	CC(=O)N(C)C
gap between HOMO and LUMO	10.04	eV
electronic energy	-287.7967	hartree



No. 3
The following is a DFT calculation (ωB97M-V/def2-TZVPD) of a cluster of 2 separate species, C3H4NO2 in total.

The geometry in XYZ format:
```
10
Properties=species:S:1:pos:R:3:mulliken_charge:R:1
O -0.635 -1.032 -1.459 -0.434
O -1.790 -1.033 -3.444 -0.259
N 0.253 1.694 0.121 0.001
C 0.400 0.845 0.861 0.287
C -1.260 -1.031 -2.449 0.682
C 0.688 -0.317 1.606 -0.641
H 0.048 2.680 -0.276 0.399
H 1.175 -0.136 2.680 0.364
H -0.258 -0.867 1.443 0.306
H 1.379 -0.804 0.916 0.295
```

Values from the calculation:
net charge	+1
gap between HOMO and LUMO	11.97	eV
electronic energy	-321.6640	hartree



No. 4
The following is a DFT calculation (ωB97M-V/def2-TZVPD) of an isolated molecule of C7H14N2.

The geometry in XYZ format:
```
23
Properties=species:S:1:pos:R:3:mulliken_charge:R:1
N -2.352 -1.178 0.027 -0.583
N 0.989 1.745 0.609 -0.669
C 0.294 0.935 -0.540 0.081
C 0.506 -0.928 1.337 -1.047
C 1.630 -1.290 -0.948 -1.331
C -1.166 -0.821 -0.522 -0.540
C -1.413 1.459 -0.554 -0.939
C -1.947 0.305 0.261 -0.470
C 0.407 -0.560 -0.202 0.997
H -1.238 -0.584 -1.467 0.683
H 0.564 1.380 -1.607 0.225
H 1.657 -1.488 -2.186 0.260
H 1.318 2.596 0.238 0.264
H -0.431 -0.535 1.824 0.234
H -1.804 1.740 -1.497 0.403
H -1.345 2.359 0.116 0.366
H 1.452 -0.321 1.776 0.272
H -2.500 -1.745 0.865 0.302
H 1.894 1.295 0.689 0.233
H 1.756 -2.345 -0.559 0.376
H 0.824 -1.988 1.736 0.284
H 2.555 -0.688 -0.585 0.260
H -1.649 0.658 1.190 0.338
```

Values from the calculation:
SMILES	CC1(C)[C@H](N)C[C@H]2N[C@@H]21
gap between HOMO and LUMO	8.49	eV
electronic energy	-384.3595	hartree



No. 5
The following is a DFT calculation (ωB97M-V/def2-TZVPD) of a structure of composition C26H51Cl3GaN2O6PSi.

The geometry in XYZ format:
```
91
Properties=species:S:1:pos:R:3:mulliken_charge:R:1
Ga -2.636 -0.644 -2.497 0.456
Cl -2.875 0.138 -0.519 -0.355
Cl -4.293 -1.789 -3.294 -0.334
Cl -1.775 0.929 -3.949 -0.258
P 1.719 0.163 1.064 -0.038
Si -1.104 -0.803 -5.842 0.697
O 1.549 -0.758 2.430 -0.260
O 0.689 1.106 -1.943 -0.327
O 2.724 1.371 1.591 -0.225
O -2.696 -0.241 -6.106 -0.216
O -1.034 -1.688 -2.423 -0.153
O 2.708 -0.750 0.145 -0.129
N -0.169 -3.775 -2.410 0.329
N 1.024 3.359 -2.173 0.172
C 0.501 -0.338 -4.895 -0.714
C -2.802 -1.985 -10.073 -0.999
C -1.470 -2.674 -5.593 -0.796
C -4.647 1.389 -8.435 0.203
C 4.213 0.777 3.463 -1.023
C -3.516 -3.189 -10.017 -0.550
C -4.447 0.998 -7.161 0.367
C 0.403 -0.532 3.305 -0.051
C 0.922 2.205 -1.453 -0.042
C -1.139 -2.932 -2.101 -0.195
C -3.798 -1.333 -7.971 0.438
C 1.399 4.617 -1.546 -0.965
C 0.592 3.376 -3.555 -0.667
C 3.133 1.687 2.954 -0.217
C 4.985 0.021 -0.345 -1.135
C -0.506 -5.170 -2.678 -0.904
C -3.921 -0.394 -6.800 0.205
C -2.969 -1.025 -9.059 -0.496
C -4.511 -2.536 -7.918 -0.324
C -4.736 1.909 -6.010 -1.407
C -5.160 2.727 -8.834 -1.517
C 1.132 -3.259 -2.850 -0.808
C -4.386 -3.454 -8.958 -0.633
C 0.242 -1.778 4.141 -1.300
C -0.292 -0.643 -7.562 -1.294
C 4.129 -0.984 0.380 0.013
H -0.569 -3.282 -5.393 0.279
H -2.464 -0.057 -9.088 0.781
H 1.786 -4.124 -2.972 0.413
H 0.586 0.341 3.949 0.193
H 4.753 0.045 -1.415 0.328
H 1.074 2.368 -0.358 0.187
H 0.417 -5.749 -2.678 0.327
H -2.114 -1.771 -10.898 0.379
H 0.567 5.034 -0.960 0.312
H -5.114 2.808 -9.929 0.374
H -1.902 -3.010 -6.551 0.477
H 0.629 4.412 -3.913 0.401
H 1.372 -0.683 -5.493 0.461
H 4.874 1.027 0.079 0.180
H 4.306 -2.001 0.019 0.359
H -2.047 -3.326 -1.625 0.473
H 0.786 -0.855 -7.538 0.425
H 0.556 -0.829 -3.922 0.090
H -0.436 2.989 -3.641 0.101
H -4.578 3.555 -8.398 0.312
H -4.234 1.583 -5.094 0.119
H 0.663 0.723 -4.674 -0.243
H 4.573 1.172 4.420 0.429
H -4.623 -0.809 -6.061 0.251
H -5.157 -2.719 -7.048 0.336
H -4.417 2.932 -6.245 0.350
H -0.442 0.383 -7.918 0.234
H -3.391 -3.938 -10.790 0.403
H -0.497 -0.366 2.698 0.328
H 1.048 -2.721 -3.810 0.225
H -4.492 0.705 -9.269 0.410
H -0.037 -2.635 3.517 0.294
H 2.242 4.445 -0.863 0.305
H 4.305 -0.966 1.464 0.113
H 2.258 1.674 3.615 0.168
H -1.019 -5.293 -3.646 0.300
H -0.755 -1.341 -8.269 0.354
H 3.489 2.722 2.901 0.401
H 6.033 -0.279 -0.241 0.401
H 3.829 -0.236 3.647 0.202
H 1.696 5.328 -2.318 0.357
H 5.056 0.741 2.761 0.265
H -4.962 -4.385 -8.917 0.375
H 1.520 -2.581 -2.076 0.241
H -6.218 2.875 -8.568 0.312
H -0.566 -1.620 4.857 0.404
H 1.234 2.742 -4.178 0.173
H -1.196 -5.498 -1.891 0.363
H -2.227 -2.837 -4.806 0.115
H -5.821 1.969 -5.835 0.325
H 1.160 -2.023 4.691 0.292
```

Values from the calculation:
gap between HOMO and LUMO	8.50	eV
electronic energy	-5518.6417	hartree



No. 6
The following is a DFT calculation (ωB97M-V/def2-TZVPD) of a cluster of 2 separate species, C4H8 in total.

The geometry in XYZ format:
```
12
Properties=species:S:1:pos:R:3:mulliken_charge:R:1
C -3.005 -0.406 -0.560 -0.481
C -1.897 -0.014 -1.171 -0.442
C 2.875 -0.231 0.604 -0.422
C 2.056 0.692 1.101 -0.488
H -4.012 -0.106 -0.823 0.242
H -0.928 -0.474 -1.041 0.237
H -1.907 0.953 -1.665 0.214
H 3.044 -1.168 1.115 0.231
H 1.950 1.726 0.809 0.247
H 3.500 -0.009 -0.253 0.229
H 1.361 0.367 1.871 0.205
H -3.036 -1.330 0.014 0.228
```

Values from the calculation:
SMILES	C=C.C=C
gap between HOMO and LUMO	11.31	eV
electronic energy	-157.1223	hartree



No. 7
The following is a DFT calculation (ωB97M-V/def2-TZVPD) of an isolated molecule of C4H5NOS2.

The geometry in XYZ format:
```
13
Properties=species:S:1:pos:R:3:mulliken_charge:R:1
S -3.746 0.547 0.021 -0.216
S 3.251 0.116 0.066 -0.223
O 1.495 2.147 -0.170 -0.443
N 0.281 -1.302 -0.134 -0.597
C -0.972 0.758 0.003 -0.260
C 1.576 0.963 0.004 0.358
C -2.181 0.000 0.092 -0.407
C 0.259 0.100 -0.111 0.499
H -0.946 1.810 0.152 0.416
H 2.623 -0.756 1.056 0.194
H -0.618 -1.664 -0.441 0.214
H 0.971 -1.558 -0.831 0.303
H -1.995 -1.160 0.294 0.161
```

Values from the calculation:
SMILES	N/C(=C\C=S)C(=O)S
gap between HOMO and LUMO	7.29	eV
electronic energy	-1081.7205	hartree



No. 8
The following is a DFT calculation (ωB97M-V/def2-TZVPD) of a cluster of 7 separate species, C23H58NO7S in total.

The geometry in XYZ format:
```
90
Properties=species:S:1:pos:R:3:mulliken_charge:R:1
S 1.375 2.493 -5.204 0.182
O 2.336 -2.334 -0.429 -0.475
O -0.053 0.534 -6.434 -0.403
O -0.771 -2.059 1.961 -0.462
O 2.460 1.646 4.455 -0.466
O -1.082 -0.595 -3.431 -0.265
O -2.373 -4.689 5.607 -0.512
O -1.324 3.915 -3.306 -0.481
N 3.579 -0.070 -5.773 -0.522
C -1.332 1.208 -5.937 -0.309
C -1.562 -1.863 -2.953 0.331
C -1.403 3.746 -1.876 0.416
C -1.560 -2.882 -4.080 -1.460
C -0.644 -1.757 3.354 0.617
C -0.468 1.722 -6.998 0.099
C 1.040 3.351 5.425 -1.270
C -0.029 -2.931 4.097 -1.183
C 3.188 3.949 4.257 -1.389
C -2.244 4.855 -1.270 -1.426
C 3.281 -0.110 -0.585 -1.480
C 3.789 -1.607 1.374 -1.429
C 3.098 0.867 -6.448 -0.045
C -4.504 -4.842 6.753 -1.399
C 2.757 -1.202 0.335 1.022
C -0.720 -2.316 -1.776 -1.119
C -1.945 2.368 -1.537 -1.122
C -4.343 -3.969 4.398 -1.142
C 0.409 2.933 -6.655 -0.757
C 0.173 -0.488 3.539 -1.200
C 2.007 2.991 4.308 0.550
C 3.057 2.235 -5.818 -0.750
C -3.655 -4.077 5.750 0.478
H 1.542 3.290 6.394 0.341
H 1.855 -0.845 0.838 -0.055
H -0.730 -1.573 -0.978 0.223
H -0.541 -3.038 -4.448 0.334
H 3.569 -0.946 -6.293 0.292
H 0.200 2.657 5.441 0.286
H 3.722 2.255 -4.961 0.424
H -3.452 -3.076 6.136 0.251
H -2.222 3.846 -3.650 0.340
H -0.212 3.794 -6.426 0.483
H 3.751 3.905 5.193 0.360
H -3.720 -3.415 3.694 0.204
H -1.838 5.834 -1.524 0.345
H -1.977 2.216 -0.458 0.446
H 2.729 0.766 -7.467 0.413
H 1.445 3.629 -4.491 0.227
H -1.087 -3.258 -1.368 0.412
H 0.126 -2.200 1.635 0.259
H 0.320 -2.454 -2.078 0.283
H 4.158 -0.466 -1.133 0.388
H -5.307 -3.466 4.482 0.384
H -4.511 -4.965 3.979 0.346
H -4.677 -5.863 6.400 0.361
H 3.566 0.779 -0.021 0.380
H -1.951 -3.842 -3.743 0.426
H -2.587 -1.682 -2.628 0.308
H -5.472 -4.363 6.901 0.378
H -2.167 -2.536 -4.918 0.339
H -1.111 1.511 -4.924 0.001
H -2.046 0.428 -6.131 0.360
H 4.681 -2.007 0.885 0.457
H 3.867 3.678 3.449 0.322
H 3.391 -2.385 2.025 0.274
H 0.259 -0.215 4.590 0.418
H 2.858 4.978 4.106 0.383
H 3.105 -2.686 -0.891 0.316
H -0.375 3.833 -1.521 0.263
H 0.040 -2.732 5.166 0.418
H -3.267 4.808 -1.654 0.374
H -0.628 -3.828 3.957 0.276
H -2.284 4.766 -0.184 0.383
H 0.978 -3.133 3.716 0.255
H -1.334 1.581 -1.979 0.149
H -2.508 -5.581 5.269 0.334
H -1.662 -1.595 3.713 0.186
H 3.287 3.019 -6.534 0.394
H -0.285 0.345 3.001 0.302
H -2.961 2.257 -1.928 0.328
H 0.653 4.364 5.305 0.390
H -0.170 -0.733 -3.715 0.228
H 2.519 0.167 -1.316 0.255
H 2.932 1.582 5.292 0.301
H 4.085 -0.757 1.990 0.343
H -3.995 -4.905 7.715 0.333
H 1.481 3.012 3.352 0.221
H 1.184 -0.618 3.143 0.059
H -0.841 1.714 -8.015 0.413
H 1.075 3.123 -7.491 0.452
```

Values from the calculation:
net charge	+1
gap between HOMO and LUMO	8.25	eV
electronic energy	-1890.3928	hartree



No. 9
The following is a DFT calculation (ωB97M-V/def2-TZVPD) of an isolated molecule of C6H15N.

The geometry in XYZ format:
```
22
Properties=species:S:1:pos:R:3:mulliken_charge:R:1
N -0.742 -0.356 -0.635 -0.340
C -1.673 -0.768 -2.893 -1.116
C -0.295 0.107 1.760 -0.656
C 2.325 0.430 1.727 -1.142
C 1.127 -0.488 1.913 -0.434
C -0.552 0.666 0.369 -0.530
C -0.938 0.207 -1.974 -0.441
H 2.309 1.004 0.804 0.306
H -2.754 -0.695 -2.821 0.284
H 0.258 1.377 0.123 0.272
H -1.448 1.281 0.409 0.400
H -0.399 0.917 2.480 0.320
H -0.948 -0.731 1.998 0.304
H 3.230 -0.141 1.902 0.346
H -0.024 0.539 -2.477 0.313
H -1.575 1.086 -1.855 0.375
H 0.086 -0.952 -0.677 0.213
H 1.208 -1.078 2.820 0.359
H -1.441 -1.807 -2.670 0.316
H 1.238 -1.259 1.129 0.227
H 2.372 1.234 2.483 0.288
H -1.361 -0.574 -3.916 0.335
```

Values from the calculation:
SMILES	CCCCNCC
gap between HOMO and LUMO	10.00	eV
electronic energy	-292.3422	hartree



No. 10
The following is a DFT calculation (ωB97M-V/def2-TZVPD) of a structure of composition CH4O3S2.

The geometry in XYZ format:
```
10
Properties=species:S:1:pos:R:3:mulliken_charge:R:1
S -0.968 0.951 0.021 1.243
S -3.080 -0.751 -0.038 -0.091
O -1.354 1.589 1.246 -0.585
O -1.438 -0.541 0.120 -0.272
O -1.446 1.523 -1.218 -0.615
C 0.807 0.769 -0.034 -0.781
H 1.275 1.061 -1.000 0.303
H 0.858 -0.389 0.053 0.268
H 1.375 1.261 0.696 0.325
H -3.348 0.119 -1.150 0.205
```

Values from the calculation:
gap between HOMO and LUMO	10.06	eV
electronic energy	-1062.5287	hartree



No. 11
The following is a DFT calculation (ωB97M-V/def2-TZVPD) of a cluster of 2 separate species, C2H3FO2S in total.

The geometry in XYZ format:
```
9
Properties=species:S:1:pos:R:3:mulliken_charge:R:1
S -2.097 -0.045 0.518 0.391
F 2.131 -0.108 0.586 -0.212
O 0.718 -1.692 -0.035 -0.313
O -2.655 -0.232 -0.824 -0.491
C 1.562 -0.965 -0.322 0.260
C -0.933 1.103 0.456 -0.549
H -0.364 1.417 1.408 0.266
H 2.100 -0.902 -1.357 0.292
H -0.462 1.423 -0.430 0.357
```

Values from the calculation:
gap between HOMO and LUMO	9.38	eV
electronic energy	-726.4719	hartree



No. 12
The following is a DFT calculation (ωB97M-V/def2-TZVPD) of an isolated molecule of C2H4N4O.

The geometry in XYZ format:
```
11
Properties=species:S:1:pos:R:3:mulliken_charge:R:1
O 0.459 -2.167 -0.036 -0.670
N -1.566 0.655 -0.046 -0.150
N -1.345 -0.753 0.106 -0.074
N 1.915 0.612 0.051 -0.474
N -0.323 1.226 -0.099 -0.521
C -0.003 -1.038 0.030 0.371
C 0.654 0.250 0.010 0.378
H -2.180 -1.420 -0.109 0.301
H -2.150 1.019 0.713 0.249
H 2.624 -0.037 -0.382 0.278
H 1.916 1.652 -0.239 0.312
```

Values from the calculation:
SMILES	Nc1n[nH][nH]c1=O
gap between HOMO and LUMO	9.12	eV
electronic energy	-372.8185	hartree



HOMO level values (in eV) by entry order: -10.91, -9.13, -16.47, -7.65, -8.32, -10.10, -8.82, -11.27, -8.84, -9.80, -9.67, -8.32.